# 1
This record from the Open Molecules 2025 dataset describes an isolated ion of composition C5H12N3 and charge +1 in a non-equilibrium geometry. The level of theory is ωB97M-V with the def2-TZVPD basis set.

Cartesian coordinates (Å):
H1 1.95875 -0.03711 1.40332
H2 -1.49291 -1.00618 2.50872
H3 -1.78899 0.15240 -2.17926
H4 0.81942 0.24929 2.62265
C1 -0.49011 0.97239 -0.97435
H5 1.18890 -1.66004 -0.52151
C2 1.19287 -0.56640 1.94739
N1 -0.09890 -0.38467 -1.26968
H6 -0.70642 2.93220 -1.89786
H7 1.83423 -1.44098 2.38509
C3 -1.04120 -1.38326 1.60382
H8 -0.41376 1.28284 0.05298
H9 0.95452 2.02880 -2.21995
C4 0.21346 -1.43504 -0.30647
N2 -1.50771 0.01019 -1.21935
N3 0.12719 -1.14833 1.18991
H10 -1.80729 -1.88678 0.97220
H11 -0.54290 -2.30217 -0.41306
H12 -0.61918 1.54885 -2.99794
C5 -0.15052 1.93898 -2.03662

Values from the calculation:
2S+1   3
Relative energy (zero: lowest compared OMol25 entry of this formula, charge and spin)   80.3 kcal per mole
DFT total energy   -9835.48246 eV
Net charge   +1
Highest occupied orbital energy (spin up / spin down)   -9.77 / -14.85 eV
⟨S²⟩   2.0082



# 2
This record from the Open Molecules 2025 dataset describes C4H7NO as an isolated structure. The level of theory is ωB97M-V with the def2-TZVPD basis set.

Cartesian coordinates (Å):
H1 -1.93057 -0.35287 1.07417
C1 0.99102 0.50497 -0.14678
H2 -0.52526 -0.37742 2.31933
C2 0.35712 1.67881 -0.87742
H3 1.48089 0.89971 0.75652
H4 -0.37612 -2.53843 0.16115
N1 0.01681 -0.47801 0.26009
H5 1.75611 0.04659 -0.78012
H6 -0.71442 1.84692 -0.63405
O1 0.95950 2.38497 -1.64597
C3 -0.43959 -1.59025 -0.35593
H7 -0.70184 -1.57732 -1.41703
C4 -0.87365 -0.44768 1.28603

Values from the calculation:
Relative energy (zero: lowest compared OMol25 entry of this formula, charge and spin)   105.0 kcal per mole
DFT total energy   -7795.08972 eV
Net charge   0
Highest occupied orbital energy   -8.20 eV



# 3
This record from the Open Molecules 2025 dataset describes one molecule with the formula CH2N2O2S in a non-equilibrium geometry. The level of theory is ωB97M-V with the def2-TZVPD basis set.

Cartesian coordinates (Å):
N1 0.47838 0.06924 0.06282
H1 0.07860 0.25312 0.95507
S1 1.31658 -1.32805 -0.48730
O1 2.69316 -0.88599 0.25562
N2 4.09175 1.46773 0.11394
O2 0.89132 -2.44008 0.34010
H2 0.79733 1.04773 -0.33146
C1 3.34649 0.62212 0.15252

Values from the calculation:
2S+1   3
Relative energy (zero: lowest compared OMol25 entry of this formula, charge and spin)   103.6 kcal per mole
DFT total energy   -18971.51740 eV
Net charge   0
Highest occupied orbital energy (spin up / spin down)   -7.38 / -11.02 eV
⟨S²⟩   2.0199



# 4
This record from the Open Molecules 2025 dataset describes an isolated ion of composition C4H11N2O3 and charge +1 in a non-equilibrium geometry. The level of theory is ωB97M-V with the def2-TZVPD basis set.

Cartesian coordinates (Å):
O1 -2.76966 -0.79843 0.97271
C1 3.34095 0.01988 0.18910
H1 -0.88303 -1.47580 0.95284
H2 3.59493 0.93076 -0.39385
C2 0.75545 -0.14018 0.80435
O2 -1.24868 -0.36197 -0.61590
C3 -3.28369 0.62191 -0.87137
H3 -4.05860 0.14376 -1.37970
C4 -2.48746 -0.27344 -0.07356
N1 -0.32297 -1.07724 0.14616
H4 -0.26394 1.14458 0.01956
H5 1.92821 -1.33903 -0.56123
N2 1.89651 -0.36264 -0.22555
H6 -3.79662 1.17811 -0.00892
H7 -2.69264 1.36034 -1.41666
H8 1.61303 0.29846 -1.03603
H9 3.22128 0.28058 1.27275
O3 0.39598 1.19908 0.63727
H10 4.00715 -0.72339 -0.20044
H11 1.05380 -0.62534 1.78849

Values from the calculation:
Relative energy (zero: lowest compared OMol25 entry of this formula, charge and spin)   79.3 kcal per mole
DFT total energy   -13439.80845 eV
Net charge   +1
Highest occupied orbital energy   -14.60 eV



# 5
This record from the Open Molecules 2025 dataset describes C40H41N4O8PdS as an isolated structure in a non-equilibrium geometry. The level of theory is ωB97M-V with the def2-TZVPD basis set.

Cartesian coordinates (Å):
C1 1.60469 3.26927 2.45575
C2 2.91176 1.11667 2.29089
S1 -1.10536 -2.11707 1.10495
C3 -2.17155 -5.48581 4.02513
C4 -3.67193 0.79254 -1.50036
H1 -3.68610 1.88775 -1.46758
O1 -2.43481 -1.71061 0.53206
H2 0.51383 0.03599 3.01673
H3 -4.16287 1.84473 -4.01155
H4 1.95212 1.84529 4.01076
N1 3.35547 4.32839 -4.23344
C5 -0.28218 -3.16703 -0.10652
O2 3.53532 5.30147 -3.52588
C6 2.67700 3.13586 -3.64546
C7 -4.10873 0.75201 -3.96608
C8 -0.08777 2.01535 -4.08775
C9 0.40105 1.09463 2.78672
H5 -4.68687 0.41822 -1.32576
H6 1.45621 -5.24880 -2.82464
H7 6.01218 -1.94261 -0.61543
O3 1.29804 -0.86961 -2.70889
C10 -0.39796 -4.83408 -1.81402
Pd1 -0.34289 -0.36105 -0.48879
C11 -3.05001 -1.23579 -2.86758
O4 3.69842 4.27500 -5.40333
H8 5.50210 0.00052 -2.71795
C12 4.41230 -0.47417 -0.89454
C13 1.44328 0.22925 -3.18563
C14 4.94294 -1.91517 -0.84913
O5 4.25789 -0.03878 -5.46421
H9 6.12057 0.51582 3.29636
H10 2.55186 3.80126 2.58807
H11 3.44732 -0.50933 -1.38551
O6 3.01492 -1.56564 -4.62263
C15 -1.36778 1.69589 -4.24082
N2 3.31275 -0.39225 -4.75545
H12 3.98055 1.42759 4.11109
H13 1.82830 4.39677 -2.19406
C16 0.40924 1.36320 -2.82058
C17 5.35740 0.41048 -1.71387
H14 -3.79312 0.37395 -4.94374
H15 0.82178 3.79401 3.01373
H16 -3.03784 0.44449 -0.69672
H17 -2.09106 -4.18236 -0.64974
C18 1.89459 3.38054 -2.55839
N3 1.92327 0.75930 -0.00789
C19 2.01608 1.81381 -0.72393
H18 -0.09930 -5.44663 4.60154
C20 -0.10780 3.17870 -0.91248
C21 4.04555 1.04137 3.09916
H19 -2.42877 -6.27724 4.72130
C22 -2.82639 -3.90171 2.33061
H20 -4.02586 -1.67528 -2.63674
H21 4.96571 1.42781 -1.81433
C23 -1.02763 -4.08334 -0.83779
C24 2.54950 0.63649 -4.06027
H22 -4.17704 -5.27456 3.27921
C25 5.24871 0.53096 2.65004
H23 3.72342 2.00331 -5.08673
H24 6.33704 0.47338 -1.22932
O7 -0.25254 4.33095 -1.32768
H25 -2.34369 -1.56480 -2.11778
O8 -0.60329 2.50028 -0.00741
H26 -0.97506 -5.53937 -2.40102
C26 -0.86172 -5.02316 3.95682
C27 1.72306 1.81734 2.94311
H27 2.80585 2.52974 -0.46493
C28 -1.51337 -3.46878 2.25296
C29 -3.15279 -4.92427 3.21649
C30 -1.77234 0.87668 -3.08333
H28 -3.57240 -3.42265 1.70430
H29 -5.11255 0.37245 -3.76218
H30 4.79469 -2.39641 -1.82053
H31 2.75369 -3.61251 -1.52776
H32 1.32225 3.30088 1.40147
H33 -0.35143 1.51783 3.46276
C31 1.70183 -3.75956 -1.31044
H34 0.50575 2.59854 -4.77405
C32 5.32532 0.04968 1.35932
H35 0.02579 1.21533 1.77959
C33 1.08053 -3.00105 -0.32473
N4 -0.78734 0.70898 -2.26944
C34 4.22567 0.09376 0.50398
H36 1.64521 -2.28506 0.25817
C35 1.13515 2.33952 -1.80931
C36 -3.15643 0.29624 -2.86144
H37 6.26339 -0.35848 0.99485
H38 4.41585 -2.49795 -0.08772
C37 2.98199 1.92838 -4.30933
C38 -0.52843 -4.00898 3.06922
H39 -2.71484 -1.60471 -3.84287
H40 -2.00559 1.97675 -5.06808
C39 0.96667 -4.67075 -2.04910
H41 0.49264 -3.63880 3.01082
C40 3.00259 0.64294 0.95660

Values from the calculation:
DFT total energy   -78794.31211 eV
Net charge   -1
Highest occupied orbital energy (spin up / spin down)   -4.16 / -2.96 eV



# 6
This record from the Open Molecules 2025 dataset describes an isolated ion of composition C2H3N2O3 and charge -1 in a non-equilibrium geometry. The level of theory is ωB97M-V with the def2-TZVPD basis set.

Cartesian coordinates (Å):
C1 1.25144 -0.78756 0.34063
H1 -1.53234 0.40217 0.64233
N1 -0.84714 -0.64623 -0.60042
H2 0.22635 1.31732 -1.56090
O1 -1.92648 -0.49988 0.26861
C2 -0.01082 0.96570 -0.45754
H3 2.02057 -1.26189 0.76981
O2 -0.70291 1.55760 0.43298
N2 1.36126 0.44719 0.03786
O3 0.16007 -1.49444 0.12664

Values from the calculation:
Relative energy (zero: lowest compared OMol25 entry of this formula, charge and spin)   103.1 kcal per mole
DFT total energy   -11242.57073 eV
Net charge   -1
Highest occupied orbital energy   -4.12 eV



What did the first record say?
This record from the Open Molecules 2025 dataset describes an isolated ion of composition C5H12N3 and charge +1 in a non-equilibrium geometry. The level of theory is ωB97M-V with the def2-TZVPD basis set.

Cartesian coordinates (Å):
H1 1.95875 -0.03711 1.40332
H2 -1.49291 -1.00618 2.50872
H3 -1.78899 0.15240 -2.17926
H4 0.81942 0.24929 2.62265
C1 -0.49011 0.97239 -0.97435
H5 1.18890 -1.66004 -0.52151
C2 1.19287 -0.56640 1.94739
N1 -0.09890 -0.38467 -1.26968
H6 -0.70642 2.93220 -1.89786
H7 1.83423 -1.44098 2.38509
C3 -1.04120 -1.38326 1.60382
H8 -0.41376 1.28284 0.05298
H9 0.95452 2.02880 -2.21995
C4 0.21346 -1.43504 -0.30647
N2 -1.50771 0.01019 -1.21935
N3 0.12719 -1.14833 1.18991
H10 -1.80729 -1.88678 0.97220
H11 -0.54290 -2.30217 -0.41306
H12 -0.61918 1.54885 -2.99794
C5 -0.15052 1.93898 -2.03662

Values from the calculation:
2S+1   3
Relative energy (zero: lowest compared OMol25 entry of this formula, charge and spin)   80.3 kcal per mole
DFT total energy   -9835.48246 eV
Net charge   +1
Highest occupied orbital energy (spin up / spin down)   -9.77 / -14.85 eV
⟨S²⟩   2.0082



Q: net charge of number 3 (CH2N2O2S)?
A: 0



Q: DFT total energy of number 5 (C40H41N4O8PdS)?
A: -78794.31211 eV